1.
{
  "formula": "C5H12NO",
  "method": "ωB97M-V/def2-TZVPD",
  "symbols": ["C", "C", "C", "C", "C", "N", "H", "H", "H", "H", "H", "H", "H", "H", "H", "H", "H", "H", "O"],
  "positions_angstrom": [[0.94904, 0.98331, -0.35949], [0.69051, 0.38698, 1.14416], [-0.74599, 0.22943, 1.39380], [-1.44281, 0.90775, 2.35785], [-0.97598, -1.42885, -0.37688], [-1.49008, -0.59781, 0.46876], [1.60788, 1.83166, -0.25452], [0.01163, 1.23338, -0.84965], [1.63410, 0.23003, -0.73582], [1.13387, 1.07908, 1.86641], [1.14614, -0.59969, 1.25592], [-1.09940, 1.78548, 2.94136], [-2.29730, 0.54106, 2.94122], [-1.65705, -1.95620, -1.05142], [0.03801, -1.36326, -0.76753], [-2.51243, -0.58841, 0.50444], [1.61573, -1.65043, -3.53523], [1.73781, -0.22572, -3.85754], [1.65632, -0.79780, -3.08584]],
  "nbo_charge": [-0.5567, -0.4960, 0.3644, -0.0685, 0.2364, -0.4739, 0.2799, 0.2293, 0.2805, 0.3001, 0.2947, 0.2952, 0.2827, 0.2727, 0.2768, 0.4755, 0.4868, 0.4943, -0.9743],
  "s_squared": 0.758,
  "e_homo_ev": [-17.933, -17.930],
  "relative_energy_kcal_mol": 69.0,
  "charge": 2,
  "lumo_energy_ha": [-0.4108, -0.4955],
  "multiplicity": 2
}

2.
{
  "formula": "C11H24BaF9Hg2O29S6Zn",
  "method": "ωB97M-V/def2-TZVPD",
  "symbols": ["Ba", "Hg", "Hg", "Zn", "S", "O", "O", "O", "O", "S", "O", "O", "O", "O", "S", "O", "O", "O", "O", "C", "F", "F", "F", "S", "O", "O", "O", "C", "F", "F", "F", "S", "O", "O", "O", "C", "F", "F", "F", "S", "O", "O", "O", "C", "C", "O", "O", "H", "H", "H", "H", "H", "H", "C", "C", "O", "O", "H", "H", "H", "H", "H", "H", "C", "C", "O", "O", "H", "H", "H", "H", "H", "H", "C", "C", "O", "O", "H", "H", "H", "H", "H", "H"],
  "positions_angstrom": [[3.65159, 0.14577, -0.70257], [1.66111, 0.75483, 3.03219], [-0.92061, 3.90949, -0.61482], [-2.60028, -0.77574, 0.67215], [0.08877, 3.32433, 2.78905], [-0.37047, 4.17318, 3.86423], [-0.46383, 3.84913, 1.49049], [1.55134, 3.20444, 2.75498], [-0.37935, 1.87192, 3.00197], [0.31694, 0.55503, -0.29892], [1.25917, 0.68795, 0.80525], [1.09969, -0.02341, -1.41244], [-0.79113, -0.33012, 0.03404], [-0.14542, 1.88723, -0.62148], [4.62074, 1.09595, 2.78692], [3.66875, 0.28923, 1.90839], [5.80305, 0.29912, 3.13095], [5.03346, 2.29032, 2.03865], [3.71177, 1.52839, 3.90773], [-5.40207, 2.22383, -1.27533], [-5.63733, 3.28736, -2.05267], [-5.65497, 2.54164, -0.00697], [-6.23806, 1.24387, -1.63732], [-3.68297, 1.62419, -1.48259], [-3.56543, 1.27496, -2.86390], [-2.86427, 2.75313, -1.06187], [-3.67219, 0.49329, -0.56295], [-0.63011, -3.46758, 3.84556], [0.50537, -3.68066, 4.49168], [-1.14866, -4.66060, 3.49619], [-1.48535, -2.83747, 4.62454], [-0.27935, -2.46665, 2.37228], [0.48588, -3.30774, 1.49227], [-1.61660, -2.13696, 1.88392], [0.42282, -1.32506, 2.88970], [3.53423, 4.97219, -2.24810], [3.64161, 4.20636, -3.32748], [4.74050, 5.42481, -1.92419], [2.76528, 6.02413, -2.56901], [2.77076, 4.04364, -0.85418], [1.33830, 3.90761, -1.13295], [3.46802, 2.74969, -0.75492], [3.03532, 4.83815, 0.29343], [-3.26423, 0.34081, 3.21431], [-4.60009, -0.22595, 2.74621], [-4.50989, -1.10813, 1.61099], [-2.43680, 0.67311, 2.12573], [-2.74697, -0.39553, 3.84933], [-3.51168, 1.14793, 3.91172], [-5.23039, 0.63112, 2.47334], [-5.11397, -0.72764, 3.56975], [-5.40149, -1.28829, 1.30634], [-1.57998, 1.11738, 2.49626], [0.33936, -0.37354, -4.87896], [0.07207, 1.11767, -4.67864], [0.86096, 1.76444, -3.69810], [0.39796, -1.06651, -3.65915], [1.28301, -0.54856, -5.41928], [-0.43414, -0.79897, -5.52623], [-1.00155, 1.20155, -4.42311], [0.12191, 1.68286, -5.61191], [0.73125, 1.33032, -2.84409], [0.50267, -0.42651, -2.92530], [-2.18557, -3.45260, -0.78527], [-0.91473, -3.13061, -1.52568], [-1.26149, -2.54755, -2.77238], [-3.05525, -2.27892, -0.82038], [-2.02414, -3.73730, 0.24888], [-2.75471, -4.28505, -1.21580], [-0.32389, -4.05004, -1.65677], [-0.29314, -2.43169, -0.95821], [-0.63737, -1.83533, -2.99558], [-3.26834, -2.20200, -1.75887], [3.44426, -3.40061, -0.39795], [4.74583, -3.19894, 0.34842], [5.30583, -1.89274, 0.10535], [2.49039, -2.37709, -0.24607], [2.98617, -4.38812, -0.31114], [3.72739, -3.42521, -1.46767], [5.46819, -3.93549, -0.02750], [4.61231, -3.43172, 1.41037], [6.08724, -1.84814, 0.66985], [1.74702, -2.66155, 0.31535]],
  "mulliken_charge": [1.7394, 2.1721, 1.6878, 1.6913, 0.9436, -0.7434, -0.8333, -0.7040, -0.9914, -1.1226, 0.8781, -1.1584, 0.3569, 1.6620, 1.2452, -1.0516, -0.6907, -0.6672, -0.8165, 0.3407, -0.1961, -0.1845, -0.1976, 1.0581, -0.6761, -0.7667, -0.8050, 0.2596, -0.2006, -0.2163, -0.1835, 0.9199, -0.8649, -1.2814, -0.8993, 0.3044, -0.2216, -0.1823, -0.2171, 0.8931, -0.7937, -0.6085, -0.5940, -0.4187, -0.5955, -0.1739, -0.1949, 0.2265, 0.4983, 0.3854, 0.3803, 0.2618, 0.0859, -0.3580, -0.4308, -0.4464, -0.7145, 0.2119, 0.3709, 0.0993, 0.3786, 0.2139, 0.2797, -0.7771, 1.2248, -0.7403, -0.3794, 0.2420, 0.4157, 0.3651, -0.8965, 0.5715, 0.2907, -0.7078, -0.4745, -0.4614, 0.4669, 0.4439, 0.2482, 0.3870, 0.3457, 0.2407, -0.1493],
  "e_homo_ev": -5.416,
  "relative_energy_kcal_mol": 0.0,
  "charge": -1,
  "lumo_energy_ha": -0.0081
}

3.
{
  "formula": "C3H4S2",
  "method": "ωB97M-V/def2-TZVPD",
  "symbols": ["C", "C", "C", "S", "S", "H", "H", "H", "H"],
  "positions_angstrom": [[0.51895, -0.21404, 0.91884], [-0.25728, 0.72048, 0.39195], [-0.90396, 1.56542, -0.37022], [1.31717, -1.67595, 0.00233], [1.32576, -1.50605, -1.87201], [0.40887, -0.48476, 1.97056], [-0.80442, 2.63851, -0.67088], [-1.76595, 1.15969, -0.90721], [0.16087, -2.20330, 0.53663]],
  "nbo_charge": [-0.4733, 0.0779, -0.4438, 0.4664, -0.4176, 0.2314, 0.2430, 0.2267, 0.0894],
  "e_homo_ev": -8.547,
  "relative_energy_kcal_mol": 67.7,
  "charge": 0,
  "lumo_energy_ha": 0.0094
}

4.
{
  "formula": "C16H18N2O3S",
  "method": "ωB97M-V/def2-TZVPD",
  "symbols": ["C", "C", "C", "C", "C", "C", "C", "N", "C", "O", "C", "C", "C", "C", "S", "O", "O", "N", "C", "C", "C", "C", "H", "H", "H", "H", "H", "H", "H", "H", "H", "H", "H", "H", "H", "H", "H", "H", "H", "H"],
  "positions_angstrom": [[3.68263, 1.21104, -2.41207], [3.55576, -0.06100, -3.18567], [4.41177, -0.32325, -4.24936], [4.35597, -1.51179, -4.95236], [3.43736, -2.48283, -4.59084], [2.56818, -2.24095, -3.54581], [2.60698, -1.03260, -2.85717], [1.69363, -0.84742, -1.79444], [0.83558, 0.20245, -1.66316], [0.78215, 1.14416, -2.42532], [-0.06533, 0.09632, -0.47092], [0.35262, -0.47381, 0.72922], [-0.51197, -0.51754, 1.80950], [-1.78919, -0.00626, 1.67970], [-2.87403, 0.00710, 3.11180], [-2.44545, -1.01532, 4.01821], [-4.23277, 0.01850, 2.66265], [-2.57639, 1.47918, 3.84400], [-3.04655, 2.62771, 3.11275], [-1.27013, 1.60559, 4.43711], [-2.21781, 0.56692, 0.49724], [-1.34938, 0.62483, -0.57780], [2.86103, 1.88265, -2.66078], [3.63240, 1.01645, -1.34117], [4.62333, 1.70522, -2.64057], [5.14522, 0.42219, -4.52058], [5.03523, -1.68641, -5.77297], [3.39386, -3.42117, -5.12254], [1.84101, -2.98825, -3.25914], [1.46847, -1.68471, -1.27538], [1.35712, -0.85834, 0.83242], [-0.22106, -0.95888, 2.74960], [-4.01254, 2.36692, 2.68832], [-3.17005, 3.46563, 3.79928], [-2.35651, 2.92202, 2.31087], [-1.03772, 0.65574, 4.91162], [-1.29243, 2.38977, 5.19416], [-0.49754, 1.84804, 3.69512], [-3.22645, 0.94249, 0.43220], [-1.64662, 1.07589, -1.51234]],
  "nbo_charge": [-0.6409, -0.0350, -0.1893, -0.2112, -0.2109, -0.2455, 0.2067, -0.6342, 0.6585, -0.5957, -0.1348, -0.1457, -0.2158, -0.3259, 2.3257, -0.9370, -0.9344, -0.6538, -0.4303, -0.4301, -0.1966, -0.1599, 0.2558, 0.2136, 0.2137, 0.2099, 0.2144, 0.2158, 0.2089, 0.4021, 0.2143, 0.2438, 0.2379, 0.2114, 0.1814, 0.2372, 0.2115, 0.1804, 0.2433, 0.2409],
  "e_homo_ev": -8.973,
  "relative_energy_kcal_mol": 32.1,
  "charge": 0,
  "lumo_energy_ha": 0.0006,
  "smiles": "Cc1ccccc1NC(=O)c1ccc(S(=O)(=O)N(C)C)cc1"
}

5.
{
  "formula": "CH2Cl2N2",
  "method": "ωB97M-V/def2-TZVPD",
  "symbols": ["C", "N", "N", "Cl", "Cl", "H", "H"],
  "positions_angstrom": [[-0.31186, -0.02355, 0.31038], [-0.50473, 1.03434, 0.87678], [0.03439, -0.08010, -0.93741], [1.05633, 1.26059, -1.45524], [0.76440, -1.53012, -1.47292], [-0.36398, -1.78434, 0.84955], [-0.67455, 1.12319, 1.82886]],
  "nbo_charge": [0.4219, -0.6805, -0.4812, 0.1520, 0.1892, 0.0114, 0.3873],
  "e_homo_ev": -9.735,
  "relative_energy_kcal_mol": 115.7,
  "charge": 0,
  "lumo_energy_ha": -0.0288
}

6.
{
  "formula": "C2H5NO5",
  "method": "ωB97M-V/def2-TZVPD",
  "symbols": ["O", "N", "O", "H", "O", "C", "O", "C", "O", "H", "H", "H", "H"],
  "positions_angstrom": [[-0.03105, -0.66947, 2.45520], [-1.02820, -1.17021, 1.96636], [-0.80463, -2.08040, 1.14684], [-1.90587, -0.59733, 1.86289], [-1.16076, 0.62146, 0.10494], [-0.16052, 1.01900, -0.42809], [0.16313, 2.31684, -0.38917], [0.83092, 0.11403, -1.15262], [0.33378, -1.15423, -1.44271], [0.98928, 2.51417, -0.85447], [1.11914, 0.56820, -2.10608], [1.72998, 0.06025, -0.51112], [-0.07521, -1.54231, -0.65196]],
  "nbo_charge": [-0.3386, 0.3615, -0.4119, 0.3960, -0.6158, 0.7810, -0.6616, -0.1850, -0.7019, 0.4895, 0.1967, 0.1922, 0.4979],
  "e_homo_ev": -10.669,
  "relative_energy_kcal_mol": 92.4,
  "charge": 0,
  "lumo_energy_ha": -0.0252,
  "smiles": "O=[NH+][O-].O=C(O)CO"
}